Record 1
Molecular formula: C19H26N3O4S2V
Method: DFT, ωB97M-V/def2-TZVPD

As for the expectation value of S²: 0.762. Its net charge is +3. As for the multiplicity: 2. For the relative energy (zero: lowest compared OMol25 entry of this formula, charge and spin), the calculation gives 0.00 kJ/mol. As for the orbital gap (alpha / beta): 6.355 / 6.913 eV. As for the energy: -80117.7706 eV.

XYZ file:
```
55
Properties=species:S:1:pos:R:3:forces:R:3
V 0.923748 0.110121 0.175112 -0.024 0.158 0.185
C -6.155283 -3.625391 0.568019 -0.019 -0.001 0.011
C -4.978176 -2.708463 0.650659 -0.021 -0.003 -0.007
C -5.118764 -1.350754 0.329462 -0.010 -0.008 0.001
C -4.062693 -0.477243 0.446728 0.031 -0.046 0.057
C -2.826676 -0.991212 0.868026 -0.122 0.081 0.047
C -2.646430 -2.337835 1.192141 0.008 -0.011 -0.095
C -3.733310 -3.180659 1.079755 0.021 -0.004 0.001
S -1.572021 0.140024 1.059076 0.135 -0.036 0.131
O -0.907461 0.500585 -0.291700 0.067 0.044 -0.121
O -1.912082 1.306055 1.797066 -0.059 0.013 -0.053
N -0.203714 -0.614590 1.560572 -0.003 -0.144 0.033
C 0.611425 -0.189978 2.649371 0.064 0.030 -0.158
C 0.409182 -0.144114 4.001817 -0.025 -0.021 -0.003
C 1.495224 0.301256 4.755524 -0.018 -0.003 0.032
C 2.687985 0.681225 4.145152 0.007 -0.002 -0.031
C 2.792458 0.632739 2.769161 0.002 0.005 0.070
N 1.751186 0.192924 2.046879 -0.054 0.063 -0.070
H -6.792779 -3.376491 -0.278919 0.010 -0.002 -0.008
H -6.763505 -3.517581 1.470051 0.008 0.004 0.003
H -5.852472 -4.667471 0.495847 0.004 0.001 -0.006
H -6.080651 -0.980352 -0.000433 0.004 0.007 0.002
H -4.188052 0.575714 0.228950 -0.013 -0.002 0.006
H -1.689681 -2.709655 1.532115 -0.005 -0.007 0.014
H -3.623670 -4.226247 1.335791 0.010 0.002 0.006
H -0.526519 -0.442608 4.452966 0.000 -0.001 -0.004
H 1.407855 0.346996 5.833643 0.003 0.001 -0.001
H 3.528799 1.014407 4.736541 0.007 0.002 -0.010
H 3.687230 0.927481 2.238604 -0.005 -0.001 -0.012
O 1.765948 -0.931454 -0.968798 -0.029 -0.162 -0.266
S 1.874761 -2.281628 -1.868540 -0.054 0.114 0.194
C 1.118776 -1.756056 -3.441597 0.037 0.006 -0.051
C 2.264304 -1.584104 -4.448880 0.011 0.001 0.012
C 3.507778 -1.189781 -3.658649 -0.014 -0.007 0.000
C 3.561860 -2.158247 -2.484036 0.026 0.010 -0.005
H 0.607859 -0.821637 -3.203683 -0.016 -0.007 -0.001
H 0.378495 -2.509425 -3.707950 -0.005 -0.001 0.011
H 1.987342 -0.834380 -5.188166 -0.005 -0.007 -0.006
H 2.432524 -2.521619 -4.979082 -0.006 0.000 -0.004
H 3.442864 -0.160867 -3.299998 0.008 0.001 -0.001
H 4.416400 -1.277824 -4.252599 0.001 -0.003 -0.002
H 4.207332 -1.901537 -1.644356 0.006 -0.019 0.000
H 3.788329 -3.184250 -2.795900 0.007 -0.001 0.005
C 2.544227 4.326818 -0.957129 0.020 -0.002 0.009
N 1.180262 4.147311 -0.447983 -0.038 -0.010 0.021
C 0.373560 5.372672 -0.322606 -0.028 0.048 -0.002
C 0.688689 3.005228 -0.114277 0.049 0.063 -0.114
O 1.365142 1.900421 -0.195393 0.009 -0.060 0.192
H 3.100552 4.940914 -0.250507 -0.004 0.005 -0.004
H 2.490162 4.847396 -1.911237 0.000 -0.008 -0.006
H 3.030444 3.366132 -1.079633 -0.005 -0.004 -0.005
H 0.255277 5.821378 -1.306890 0.013 -0.016 -0.008
H 0.892804 6.071246 0.330478 0.011 -0.015 0.006
H -0.602616 5.138463 0.093155 0.005 -0.010 0.003
H -0.334227 2.985947 0.256279 -0.002 -0.036 0.002
```
Forces are in eV/Å.

Atomic partial charges in e from the natural (NBO) method, atoms 1 to 5: 1.517, -0.658, 0.112, -0.195, -0.124

=====

Record 2
Molecular formula: C19H26N4O3
Method: DFT, ωB97M-V/def2-TZVPD

As for the SMILES: COc1ccc(N[C@H]2CCCN(C(=O)CCC3=NNC(=O)CC3)C2)cc1. Its net charge is 0. As for the multiplicity: 1. For the relative energy (zero: lowest compared OMol25 entry of this formula, charge and spin), the calculation gives 214.85 kJ/mol. As for the orbital gap: 8.239 eV. As for the energy: -32228.3357 eV.

XYZ file:
```
52
Properties=species:S:1:pos:R:3:forces:R:3
C -3.501138 -2.931143 -1.546937 -0.120 -0.079 -0.240
O -2.990327 -2.508816 -0.306530 0.143 0.127 0.307
C -1.626445 -2.409132 -0.163931 0.150 -0.037 0.217
C -0.699888 -2.628300 -1.172568 -0.318 -0.012 -0.004
C 0.643331 -2.404909 -0.933606 0.116 0.078 0.238
C 1.101266 -1.965536 0.307762 -0.357 -0.209 -0.174
N 2.456852 -1.731281 0.490082 0.504 -0.085 -0.213
C 2.927527 -0.752798 1.444075 -0.054 0.275 0.251
C 4.458239 -0.696553 1.424328 -0.121 -0.107 -0.122
C 4.985126 -0.017269 0.160213 -0.114 0.190 0.218
C 4.319274 1.344574 -0.027353 0.317 -0.006 -0.368
N 2.876737 1.196928 -0.054905 0.342 0.006 0.364
C 2.214928 1.383088 -1.224562 -0.502 -0.055 -0.164
O 2.803469 1.733836 -2.231927 0.068 0.087 -0.372
C 0.711437 1.174639 -1.226149 0.081 0.166 0.005
C -0.028289 2.350996 -0.581532 0.143 -0.318 -0.097
C -1.454508 2.025574 -0.257499 -0.279 0.295 0.102
N -1.817083 0.810380 -0.184168 0.721 0.058 -0.235
N -3.108089 0.516161 0.124303 -0.323 -0.350 -0.166
C -4.007502 1.353967 0.704381 -0.025 0.432 0.206
O -5.128049 0.990335 0.985372 -0.212 -0.014 0.076
C -3.454558 2.736078 1.011334 -0.067 -0.002 -0.115
C -2.416574 3.161234 -0.024877 -0.109 -0.282 0.178
C 2.349910 0.659495 1.174337 -0.130 -0.344 0.208
C 0.164180 -1.810422 1.332684 0.160 0.004 -0.097
C -1.175347 -2.026328 1.096568 -0.209 -0.180 -0.280
H -4.583980 -2.944640 -1.431082 0.073 -0.013 -0.065
H -3.152348 -3.936428 -1.803061 0.010 0.040 0.008
H -3.231407 -2.236957 -2.349965 0.001 -0.034 0.018
H -1.005924 -2.950833 -2.154867 -0.068 -0.016 -0.094
H 1.353134 -2.554242 -1.735153 0.082 -0.010 -0.094
H 2.960315 -1.702499 -0.386093 -0.040 -0.007 0.083
H 2.600911 -1.070000 2.441388 0.073 0.082 -0.058
H 4.855176 -1.709816 1.502265 -0.005 -0.006 0.100
H 4.793758 -0.133953 2.298089 0.010 0.007 0.041
H 6.065639 0.111058 0.232937 0.033 -0.045 -0.060
H 4.784620 -0.633366 -0.718284 0.065 0.005 -0.102
H 4.623606 1.799554 -0.971028 -0.018 0.002 0.197
H 4.588087 2.011656 0.799683 0.007 -0.001 -0.009
H 0.405748 1.095681 -2.269909 0.073 -0.069 0.061
H 0.427644 0.249753 -0.727858 0.020 0.039 -0.027
H -0.003213 3.217164 -1.247381 0.029 0.048 0.051
H 0.469989 2.652366 0.346422 -0.001 0.103 -0.003
H -3.340621 -0.469472 0.034583 -0.018 0.179 0.066
H -2.992493 2.674627 2.002348 -0.024 0.000 -0.017
H -4.281007 3.443746 1.071559 -0.005 -0.134 0.043
H -2.912204 3.385784 -0.976027 0.045 0.061 -0.015
H -1.891109 4.061110 0.297758 0.014 -0.016 -0.080
H 1.264181 0.601742 1.142932 -0.002 0.077 0.015
H 2.642181 1.322334 1.998773 -0.094 -0.014 0.002
H 0.478377 -1.512815 2.320554 0.039 0.055 0.110
H -1.899440 -1.886882 1.883805 -0.105 0.031 0.105
```
Forces are in eV/Å.

Atomic partial charges in e from the natural (NBO) method, atoms 1 to 5: -0.253, -0.518, 0.242, -0.272, -0.256